Entry 1:
{
  "formula": "C13H19FI2N2O6P",
  "method": "ωB97M-V/def2-TZVPD",
  "charge": 1,
  "species": ["C", "C", "I", "C", "I", "C", "F", "N", "C", "P", "N", "O", "O", "C", "O", "C", "O", "H", "H", "H", "H", "H", "H", "H", "H", "H", "H", "H", "H", "H", "H", "H", "C", "C", "C", "O", "C", "C", "C", "O", "H", "H", "H", "H"],
  "xyz": [[0.924733, -1.252142, 0.565377], [-0.142654, -1.475925, 1.632635], [0.824297, -1.788638, 3.523076], [-1.210926, -0.385582, 1.807522], [-0.437746, 1.584403, 1.506923], [-2.484428, -0.584334, 0.994940], [-3.382375, 0.414109, 1.327751], [-2.285273, -0.390563, -0.493648], [-1.877913, -1.629049, -1.234863], [-1.532153, -1.152130, -2.973421], [-0.984775, 0.273434, -2.943416], [-2.902407, -1.568554, -3.659073], [-0.568790, -2.305967, -3.481256], [-2.907615, -2.695320, -0.929618], [-2.798841, -2.993560, 0.455600], [-3.248878, -1.937077, 1.255399], [-3.124174, -2.277974, 2.581168], [1.347574, -2.213502, 0.272911], [1.736734, -0.624525, 0.916512], [0.534320, -0.760902, -0.331954], [-0.648536, -2.424472, 1.463075], [-1.572564, -0.378630, 2.830327], [-3.181494, -0.061272, -0.866258], [-1.608953, 0.371023, -0.690749], [-0.934083, -1.960810, -0.803924], [-1.381207, 1.022372, -3.491105], [-2.915458, -1.544601, -4.625135], [0.361783, -2.179113, -3.258360], [-3.919551, -2.334965, -1.150986], [-2.737061, -3.606566, -1.494026], [-4.303932, -1.711942, 1.040546], [-2.614986, -3.094242, 2.660779], [2.803081, 3.290624, 0.240955], [3.207145, 4.535816, 0.467301], [4.611414, 4.817620, 0.875666], [4.984736, 5.948198, 1.082776], [5.531807, 3.657968, 1.018074], [5.119850, 2.412978, 0.795141], [3.721773, 2.134620, 0.394608], [3.326464, 1.001694, 0.198813], [1.796075, 3.021649, -0.057562], [2.559758, 5.397788, 0.367876], [6.545644, 3.895139, 1.314187], [5.769586, 1.552923, 0.895418]],
  "atomic_forces_ev_per_a": [[0.0, -0.1, -0.1], [0.1, 0.0, 0.1], [0.0, 0.0, 0.0], [0.0, -0.1, 0.0], [0.0, 0.1, 0.1], [-0.2, 0.3, 0.0], [0.3, -0.4, -0.2], [-0.1, -0.1, 0.2], [0.0, -0.1, -0.1], [0.0, -0.1, 0.0], [-0.5, 0.0, 0.1], [0.0, 0.1, 0.0], [-0.1, -0.1, 0.2], [-0.1, 0.1, 0.1], [0.0, 0.0, 0.0], [0.0, 0.2, 0.1], [0.0, 0.0, 0.0], [0.1, 0.0, 0.0], [0.0, 0.1, 0.0], [0.0, 0.1, 0.0], [0.0, 0.0, 0.0], [0.0, 0.0, 0.1], [0.0, 0.1, 0.0], [0.0, 0.0, 0.0], [0.0, 0.1, -0.1], [0.3, 0.1, -0.1], [-0.1, 0.0, -0.1], [0.1, 0.1, -0.2], [0.0, -0.1, -0.1], [0.1, 0.0, 0.0], [0.0, 0.0, 0.0], [0.0, -0.1, 0.0], [0.0, -0.2, 0.0], [0.0, 0.0, 0.0], [0.0, 0.0, 0.0], [0.0, 0.0, 0.0], [0.0, 0.0, 0.0], [0.0, 0.0, 0.0], [0.0, 0.1, 0.0], [0.0, 0.0, 0.0], [0.0, 0.2, -0.1], [0.0, 0.0, 0.0], [0.0, 0.0, 0.0], [0.0, 0.0, 0.0]]
}

Entry 2:
{
  "formula": "C3H4BiO3",
  "method": "ωB97M-V/def2-TZVPD",
  "de_lowest_kcal_mol": 0.00,
  "charge": 1,
  "species": ["O", "C", "O", "C", "C", "O", "Bi", "H", "H", "H", "H"],
  "xyz": [[1.435919, 0.695941, -0.025782], [2.033848, -0.317321, -0.014662], [2.793308, -1.182407, -0.039838], [-2.290971, 1.390509, -0.994277], [-2.610905, 0.071720, -0.257807], [-1.609098, -0.227033, 0.723332], [-0.590387, 1.380833, 0.296623], [-2.143301, 1.243922, -2.076245], [-3.073650, 2.153417, -0.856716], [-2.671324, -0.773462, -0.973348], [-3.597205, 0.132627, 0.244834]],
  "atomic_forces_ev_per_a": [[1.5, -1.1, -0.8], [3.1, -1.4, -0.4], [-1.6, 0.8, 0.2], [-0.8, -1.0, -1.3], [-2.6, -1.6, -1.1], [-0.3, -0.9, -0.1], [-0.5, 4.8, 2.7], [-0.1, 0.0, 0.4], [0.7, 0.1, 0.2], [0.0, 0.4, 0.4], [0.5, -0.1, -0.2]]
}

Q: Which HOMO energy values were calculated for the entries above? A: -12.198 -13.879, in eV.
Q: Which max |F| values were calculated for the entries above? A: 0.54 5.47, in eV Å⁻¹.